1.
ORCA calculation (ωB97M-V/def2-TZVPD) on C21H34InP as an isolated structure.

Atoms and positions in Å:
C  1.466  2.204  -1.829
H  2.328  2.755  -1.446
H  1.768  1.721  -2.787
H  2.037  1.137  -0.390
C  0.296  3.241  -1.920
H  -0.644  2.782  -2.264
H  0.098  3.657  -0.919
C  0.625  4.413  -2.863
H  -0.264  5.047  -2.991
H  1.439  5.030  -2.465
H  0.930  4.035  -3.844
C  -0.936  -2.316  -0.748
C  -1.565  -1.440  -1.656
C  -0.578  -0.974  -2.590
C  0.664  -1.619  -2.264
C  0.423  -2.465  -1.134
C  1.381  -3.435  -0.557
C  1.862  -1.659  -3.140
C  -0.869  -0.315  -3.896
C  -3.022  -1.159  -1.720
C  -1.597  -3.022  0.374
In  0.494  0.735  -0.844
H  2.742  -2.039  -2.609
H  1.696  -2.329  -4.004
H  2.108  -0.667  -3.543
H  2.416  -3.216  -0.860
H  1.340  -3.444  0.545
H  1.153  -4.461  -0.899
H  -2.460  -2.454  0.738
H  -1.956  -4.011  0.059
H  -0.906  -3.171  1.210
H  -3.237  -0.277  -2.338
H  -3.566  -2.011  -2.163
H  -3.437  -0.992  -0.716
H  -0.104  0.428  -4.157
H  -0.894  -1.061  -4.712
H  -1.846  0.186  -3.891
C  1.887  1.822  2.329
P  0.779  0.455  1.812
C  1.769  -1.027  2.181
C  -0.414  0.478  3.205
C  -0.035  0.177  4.522
C  -0.921  0.364  5.578
C  -2.218  0.861  5.330
C  -2.601  1.142  4.012
C  -1.720  0.946  2.959
H  2.754  1.884  1.661
H  2.236  1.665  3.361
H  1.340  2.775  2.285
H  2.359  -0.881  3.099
H  1.111  -1.898  2.314
H  2.456  -1.242  1.351
H  0.978  -0.208  4.736
H  -0.619  0.136  6.601
H  -2.904  1.023  6.155
H  -3.609  1.525  3.820
H  -2.013  1.165  1.921

Summary:
**2S+1**: 1
**Lowest unoccupied orbital energy (alpha / beta)**: -8.40 / -8.75 eV
**Gap between HOMO and LUMO (alpha / beta)**: 6.363 / 5.581 eV
**Strongest force on any atom**: 4.9 eV/A
**Total charge**: +2
**E_HOMO (alpha / beta)**: -0.543 / -0.526 Ha


2.
ORCA calculation (ωB97M-V/def2-TZVPD) on C28H22N2O4S4Sc as an isolated structure.

Atoms and positions in Å:
Sc  1.117  -0.366  0.798
S  1.761  -1.030  3.190
C  0.090  -0.633  3.220
N  -0.490  -0.082  2.164
C  -1.846  0.167  2.363
C  -2.719  0.751  1.451
C  -4.033  0.944  1.837
C  -4.477  0.567  3.107
C  -3.614  -0.012  4.018
C  -2.294  -0.208  3.632
S  -0.979  -0.899  4.548
H  -2.368  1.041  0.470
H  -4.729  1.398  1.144
H  -5.511  0.731  3.382
H  -3.957  -0.304  5.002
O  1.922  1.368  0.301
S  2.580  2.619  -0.271
C  2.676  3.744  1.189
C  1.641  3.402  2.219
C  1.994  2.751  3.393
C  1.025  2.451  4.341
C  -0.300  2.793  4.114
C  -0.659  3.437  2.937
C  0.308  3.741  1.994
C  4.311  2.056  -0.472
C  4.660  0.985  0.512
C  5.274  1.272  1.724
C  5.510  0.259  2.645
C  5.135  -1.045  2.362
C  4.550  -1.347  1.137
C  4.317  -0.337  0.216
H  2.495  4.733  0.767
H  3.691  3.704  1.577
H  3.027  2.477  3.572
H  1.307  1.947  5.256
H  -1.053  2.563  4.857
H  -1.692  3.708  2.757
H  0.027  4.257  1.082
H  4.927  2.954  -0.407
H  4.345  1.689  -1.498
H  5.593  2.284  1.947
H  5.996  0.490  3.584
H  5.319  -1.831  3.081
H  4.294  -2.370  0.895
H  3.913  -0.579  -0.761
O  0.606  0.108  -3.164
S  0.083  -0.510  -1.995
O  -0.455  0.365  -0.938
N  1.142  -1.413  -1.139
C  0.388  -2.401  -0.552
O  0.597  -2.657  0.638
C  -0.770  -2.822  -1.381
C  -1.565  -3.948  -1.296
C  -2.638  -4.045  -2.175
C  -2.919  -3.032  -3.088
C  -2.139  -1.881  -3.153
C  -1.068  -1.814  -2.291
H  -1.348  -4.729  -0.580
H  -3.268  -4.923  -2.150
H  -3.763  -3.140  -3.757
H  -2.360  -1.084  -3.850

Summary:
**2S+1**: 1
**Lowest unoccupied orbital energy**: -2.96 eV
**Gap between HOMO and LUMO**: 7.789 eV
**Strongest force on any atom**: 0.5 eV/A
**Total charge**: +1
**E_HOMO**: -0.395 Ha


3.
ORCA calculation (ωB97M-V/def2-TZVPD) on a 10-piece molecular cluster, C6H32O13 overall.

Atoms and positions in Å:
C  -26.402  -2.014  -17.963
C  -25.037  -2.299  -17.328
O  -24.086  -2.753  -18.197
O  -27.185  -3.188  -18.152
H  -26.295  -1.658  -18.987
H  -26.987  -1.230  -17.481
H  -25.109  -2.888  -16.414
H  -24.604  -1.346  -17.023
H  -24.093  -3.706  -18.312
H  -26.884  -3.740  -18.878
C  -30.729  -1.631  -14.737
C  -31.608  -2.858  -14.658
O  -32.781  -2.817  -15.520
O  -30.370  -1.421  -16.088
H  -29.779  -1.859  -14.253
H  -31.126  -0.775  -14.191
H  -31.993  -3.034  -13.653
H  -31.142  -3.739  -15.098
H  -33.155  -1.933  -15.514
H  -31.151  -1.175  -16.589
C  -28.497  0.221  -10.864
C  -29.027  -0.750  -12.021
O  -30.419  -1.007  -11.736
O  -29.001  1.583  -11.010
H  -27.422  0.058  -10.949
H  -28.810  -0.290  -9.953
H  -28.486  -1.694  -12.097
H  -29.015  -0.135  -12.921
H  -30.788  -0.123  -11.681
H  -28.531  1.860  -11.800
O  -27.747  2.206  -13.367
H  -28.043  1.744  -14.152
H  -27.312  2.990  -13.700
O  -25.430  0.592  -15.706
H  -25.042  1.306  -15.201
H  -26.353  0.831  -15.790
O  -28.159  0.399  -15.638
H  -28.576  -0.448  -15.797
H  -28.817  1.043  -15.902
O  -28.622  2.540  -18.785
H  -29.250  1.865  -18.528
H  -28.553  3.108  -18.017
O  -30.651  1.474  -17.083
H  -30.671  2.222  -16.487
H  -31.569  1.327  -17.314
O  -25.861  -1.466  -13.748
H  -26.221  -0.685  -14.167
H  -24.913  -1.363  -13.821
O  -30.116  3.010  -14.944
H  -30.116  3.553  -15.733
H  -30.173  3.636  -14.222

Summary:
**2S+1**: 2
**Lowest unoccupied orbital energy (alpha / beta)**: -3.32 / -9.35 eV
**Gap between HOMO and LUMO (alpha / beta)**: 8.072 / 2.036 eV
**Strongest force on any atom**: 4.8 eV/A
**Total charge**: +1
**E_HOMO (alpha / beta)**: -0.419 / -0.419 Ha
**Expectation value of S²**: 0.7557


4.
ORCA calculation (ωB97M-V/def2-TZVPD) on the molecule C5H11N.

Atoms and positions in Å:
C  -2.109  0.478  0.580
C  -1.251  -0.265  -0.783
N  0.111  -0.712  -0.579
C  0.397  -0.756  0.832
C  1.051  0.258  -0.041
C  2.475  0.148  -0.539
H  -2.941  -0.192  0.825
H  -1.800  0.790  1.627
H  -2.475  1.415  0.181
H  -1.830  -1.168  -1.031
H  -1.239  0.353  -1.709
H  -0.481  -0.364  1.335
H  0.888  -1.626  1.256
H  0.681  1.281  0.069
H  3.186  0.574  0.178
H  2.598  0.684  -1.489
H  2.741  -0.899  -0.711

Summary:
**2S+1**: 1
**Energy above the lowest of the compared OMol25 structures with the same formula, charge and spin**: 2.6162 eV
**Lowest unoccupied orbital energy**: 1.16 eV
**Structure (SMILES)**: CCN1C[C@H]1C
**Gap between HOMO and LUMO**: 10.196 eV
**Strongest force on any atom**: 1.8 eV/A
**Total charge**: 0
**E_HOMO**: -0.332 Ha


5.
ORCA calculation (ωB97M-V/def2-TZVPD) on a 2-piece molecular cluster, C4H14NO overall.

Atoms and positions in Å:
C  -0.369  0.886  1.094
C  -0.973  -0.501  1.161
C  -1.942  -0.838  0.020
C  -1.265  -1.313  -1.275
N  0.447  1.038  -0.173
H  -1.142  1.654  1.091
H  0.344  0.997  1.904
H  -0.145  -1.224  1.178
H  -1.477  -0.554  2.123
H  -2.646  -1.546  0.445
H  -2.517  0.085  -0.150
H  -0.217  -1.569  -1.118
H  -1.280  -0.518  -2.029
H  -1.767  -2.172  -1.709
H  -0.101  0.824  -1.005
H  1.243  0.386  -0.105
H  0.835  1.978  -0.240
H  3.898  -0.096  -0.727
H  3.651  1.314  -0.267
O  3.179  0.488  -0.459

Summary:
**2S+1**: 1
**Energy above the lowest of the compared OMol25 structures with the same formula, charge and spin**: 0.3736 eV
**Lowest unoccupied orbital energy**: -3.25 eV
**Gap between HOMO and LUMO**: 12.305 eV
**Strongest force on any atom**: 0.9 eV/A
**Total charge**: +1
**E_HOMO**: -0.572 Ha


6.
ORCA calculation (ωB97M-V/def2-TZVPD) on a 3-piece molecular cluster, C44H42Cl2F10N2O10S2 overall.

Atoms and positions in Å:
C  -5.838  2.251  5.520
O  -5.922  3.118  4.314
C  -4.743  2.861  3.454
C  -5.123  1.637  2.399
C  -3.933  0.492  2.417
C  -3.818  -0.110  0.861
C  -5.106  -0.934  0.183
C  -6.516  -1.225  1.004
C  -6.100  -2.136  2.314
C  -6.790  -3.623  2.357
S  -8.328  -3.648  3.459
O  -8.048  -4.391  4.819
O  -8.868  -2.188  3.721
O  -9.516  -4.592  2.611
C  -4.986  -1.498  -1.380
C  -6.218  -2.282  -2.147
C  -7.526  -1.286  -2.444
O  -7.679  -0.093  -1.840
F  -8.608  -1.672  -3.423
C  -3.571  -1.239  -2.167
C  -2.279  -0.432  -1.473
C  -2.398  0.163  0.075
C  -1.107  0.986  0.668
O  -1.186  2.369  0.161
C  -1.751  3.293  1.157
N  -0.946  -0.196  -2.214
C  -1.157  0.908  -3.216
Cl  -2.792  1.847  -3.404
C  -0.095  1.449  -4.157
C  -0.424  2.687  -5.234
Cl  1.631  0.802  -4.172
C  -0.501  -1.508  -2.806
C  -1.466  -2.482  -3.768
C  -0.995  -3.898  -4.436
C  0.509  -4.504  -4.197
C  1.502  -3.604  -3.197
N  2.882  -4.225  -2.951
C  1.019  -2.152  -2.524
C  2.034  -1.339  -1.524
C  3.574  -1.186  -2.058
C  4.308  -0.103  -1.017
F  5.681  0.110  -1.595
F  3.647  1.254  -1.096
C  4.354  -0.660  0.545
F  3.185  -0.131  1.341
F  4.218  -2.160  0.628
C  5.753  -0.296  1.330
F  6.949  -1.048  0.794
F  6.016  1.152  1.141
C  5.732  -0.591  2.945
F  7.150  -0.374  3.418
F  5.410  -2.002  3.309
F  4.844  0.296  3.731
S  -3.236  -1.782  -3.972
H  -5.855  1.112  5.224
H  -4.879  2.473  6.161
H  -6.843  2.441  6.124
H  -3.795  2.602  4.129
H  -4.480  3.876  2.914
H  -6.181  1.235  2.699
H  -5.098  2.125  1.318
H  -4.115  -0.376  3.182
H  -2.951  1.045  2.760
H  -7.010  -0.193  1.271
H  -7.309  -1.831  0.386
H  -4.922  -2.315  2.341
H  -6.369  -1.532  3.294
H  -5.994  -4.341  2.880
H  -6.984  -4.077  1.285
H  -8.966  -5.156  1.969
H  -5.911  -2.801  -3.149
H  -6.595  -3.158  -1.430
H  -0.977  0.911  1.841
H  -0.113  0.523  0.210
H  -2.842  2.954  1.414
H  -1.036  3.367  2.100
H  -1.846  4.410  0.750
H  -1.424  2.427  -5.826
H  -0.460  3.740  -4.720
H  0.430  2.661  -6.066
H  -1.739  -4.522  -5.107
H  0.894  -5.521  -4.683
H  2.937  -5.182  -3.410
H  2.891  -4.449  -1.921
H  1.592  -0.234  -1.435
H  1.923  -1.824  -0.456
H  4.211  -2.188  -1.930
H  3.688  -0.883  -3.184
O  9.821  0.756  -4.860
C  9.924  0.293  -3.732
C  8.767  0.236  -2.817
C  8.882  -0.269  -1.585
C  10.169  -0.792  -1.086
O  10.272  -1.255  0.041
C  11.326  -0.735  -2.001
C  11.211  -0.230  -3.233
H  7.830  0.623  -3.198
H  8.043  -0.317  -0.901
H  12.264  -1.122  -1.620
H  12.050  -0.182  -3.917
O  1.008  4.756  1.797
C  2.183  4.622  2.110
C  2.838  5.556  3.048
C  4.122  5.411  3.387
C  4.941  4.310  2.841
O  6.116  4.176  3.154
C  4.286  3.376  1.904
C  3.001  3.521  1.565
H  2.224  6.358  3.440
H  4.618  6.087  4.073
H  4.900  2.574  1.512
H  2.505  2.845  0.879

Summary:
**2S+1**: 1
**Lowest unoccupied orbital energy**: -1.62 eV
**Structure (SMILES)**: COCCCc1c(CCCS(=O)(=O)O)c(CC(=O)F)c2c(c1COC)N(/C(Cl)=C(/C)Cl)c1c(ccc(N)c1CCC(F)(F)C(F)(F)C(F)(F)C(F)(F)F)S2.O=C1C=CC(=O)C=C1.O=C1C=CC(=O)C=C1
**Gap between HOMO and LUMO**: 6.769 eV
**Strongest force on any atom**: 10.0 eV/A
**Total charge**: 0
**E_HOMO**: -0.308 Ha


Looking at E for the records above, in order, we have -1351.3101, -3844.1207, -1225.4773, -251.7664, -290.5615, -5277.9227 Eh.